{"formula": "C5H75BFN2O37P", "method": "ωB97M-V with the def2-TZVPD basis set", "species": ["P", "F", "O", "O", "O", "O", "O", "O", "O", "O", "O", "O", "O", "O", "O", "O", "O", "O", "O", "O", "O", "O", "O", "O", "O", "O", "O", "O", "O", "O", "O", "O", "O", "O", "O", "O", "O", "O", "O", "N", "N", "C", "C", "C", "C", "C", "B", "H", "H", "H", "H", "H", "H", "H", "H", "H", "H", "H", "H", "H", "H", "H", "H", "H", "H", "H", "H", "H", "H", "H", "H", "H", "H", "H", "H", "H", "H", "H", "H", "H", "H", "H", "H", "H", "H", "H", "H", "H", "H", "H", "H", "H", "H", "H", "H", "H", "H", "H", "H", "H", "H", "H", "H", "H", "H", "H", "H", "H", "H", "H", "H", "H", "H", "H", "H", "H", "H", "H", "H", "H", "H", "H"], "coordinates": [[-0.0877, -2.3829, 0.9502], [4.6237, -0.1679, -0.0404], [-1.1758, -8.1271, 0.7252], [1.9523, 4.1094, 5.6546], [0.3410, -1.5405, 4.2652], [5.4742, -1.7546, 2.5071], [-0.4906, 1.7439, -4.5962], [-1.1983, 3.1799, -7.1693], [-3.7204, 1.1171, -5.2421], [-3.3790, 5.5400, -4.2834], [0.5662, -1.1997, -1.4962], [0.5116, -5.1983, 0.0350], [7.0963, -1.9371, -0.5072], [2.5120, -7.1718, -0.3120], [-5.6724, 8.1662, -4.1361], [0.3005, 1.9156, 4.7882], [3.3556, 5.1343, 7.9593], [-2.5121, 2.9166, -3.2638], [2.5627, 0.1485, 1.2503], [-1.4152, 10.3400, -3.7496], [1.3866, -9.6766, 0.3096], [-4.0696, -4.9392, 6.5404], [-0.0429, 5.4794, -2.9348], [4.4397, -0.0384, -2.8725], [-3.0274, 7.9486, -2.9865], [-2.8199, 0.7683, -1.7189], [-4.6652, -0.5252, -7.1116], [0.1374, -6.8372, -3.1025], [0.9524, 2.5845, 1.1964], [-4.0093, -2.5007, 8.4138], [-2.6213, 7.5270, 6.3254], [-1.0547, -1.2860, -3.7223], [1.1605, -8.1407, -5.8051], [3.3480, -6.9805, -7.2190], [-1.0878, 4.6775, 6.2552], [-1.6288, -4.7780, 4.7287], [3.6006, 2.5951, 3.1722], [6.8415, 1.1359, -4.2883], [-0.0368, 6.3839, 8.2320], [-1.6520, -4.8182, 1.5299], [2.6426, -1.8440, -0.3334], [3.2403, -0.5893, 0.3375], [-2.2535, -0.6150, 1.9030], [-2.2768, 0.2106, 3.0676], [1.1240, -1.7564, -0.3863], [-1.8565, -1.6309, 0.6348], [-0.3843, -4.2999, 0.8078], [-0.1561, 4.9249, 6.1582], [-4.2876, -4.0782, 6.1529], [0.9521, -1.1991, 3.5953], [-4.1914, 5.2768, -3.8256], [-4.7224, 8.3386, -4.0535], [-1.6654, -2.0317, -3.8209], [-0.7303, 0.9206, -4.1449], [-0.8300, -5.3007, 4.8942], [-1.9619, 0.8423, 4.0304], [0.5634, -8.3266, -5.0650], [2.1311, -7.1016, -1.2003], [2.8075, 3.6582, 5.5911], [1.1661, 1.4924, 4.8910], [-3.1620, 1.3524, -2.4120], [5.3896, 0.1340, -2.7899], [3.9780, 4.3951, 7.8893], [-3.5341, 7.8684, -2.1645], [-1.8748, 0.6947, -1.9202], [-0.0820, 1.4471, -5.4231], [0.5279, -6.4246, -3.8875], [-3.2104, -3.0235, 8.5793], [3.1344, -7.9111, -0.3821], [-2.5598, 3.8707, -3.4259], [-5.2758, -1.2710, -7.2102], [0.5714, 2.6546, 0.3081], [-2.2200, 6.6676, 6.1268], [7.7943, -2.0027, -1.1759], [6.4192, -1.8282, 2.3059], [-4.5160, -2.5810, 9.2358], [-0.6777, 5.6611, 8.3080], [0.5515, -9.2313, 0.5173], [-0.7229, -1.3733, -2.8161], [0.3502, 2.3420, 3.9196], [1.3115, 3.3866, 5.7305], [0.0198, -6.1001, -2.4847], [6.2445, 1.8140, -4.6388], [2.5419, -7.2127, -6.7340], [1.5619, -9.0001, -6.0036], [-2.9332, 1.5911, -4.9343], [-2.1356, -4.8582, 5.5508], [4.0653, 0.3159, -2.0521], [-2.2285, 7.4259, -2.8210], [0.2657, 4.6821, -3.3907], [-1.5622, 2.7251, -3.2715], [-3.7761, 1.3420, -6.1829], [-3.5971, 6.4010, -4.6709], [3.1676, -7.2712, -8.1255], [1.6485, -10.0858, 1.1480], [-2.6245, -2.5138, 0.6279], [-1.8121, -1.0237, -0.3811], [0.2046, -2.4648, 4.0082], [-4.3334, -0.6126, -6.2054], [-2.0561, 9.6172, -3.6737], [-0.8683, 5.7046, -3.3898], [6.4993, -1.2591, -0.8577], [-1.4344, -8.6081, -0.0752], [-0.9364, 2.7707, -6.3309], [-2.0334, 3.6252, -6.9617], [-1.4311, -5.8047, 1.8621], [-1.1796, 3.8885, 5.7001], [7.5396, 1.0703, -4.9570], [1.1004, -5.7475, 0.6601], [-0.5600, 9.8889, -3.8131], [5.1320, -1.1704, 1.8140], [4.1498, 3.3216, 2.8415], [-6.0468, 8.5206, -3.3157], [-1.8274, -4.1981, 2.3741], [2.9747, 5.2045, 7.0711], [-3.2184, 7.3411, 7.0654], [-4.8819, -5.2023, 6.9982], [0.8184, 5.9327, 8.1686], [3.3419, 2.1141, 2.3717], [-0.6266, -7.4006, 0.3945], [1.5748, 1.8452, 1.1263], [2.9534, -1.7377, -1.3395]], "lowdin_charge": [1.090, -0.005, -0.048, -0.063, -0.092, -0.057, -0.059, -0.053, -0.066, -0.059, -0.098, -0.047, -0.056, -0.069, -0.061, -0.058, -0.068, -0.064, -0.006, -0.069, -0.071, -0.066, -0.051, -0.058, -0.059, -0.070, -0.075, -0.056, -0.053, -0.068, -0.073, -0.058, -0.056, -0.074, -0.055, -0.061, -0.056, -0.061, -0.062, 0.090, 0.132, -0.156, -0.122, 0.058, -0.388, -0.323, -0.603, 0.023, 0.048, 0.005, 0.068, -0.003, 0.057, 0.029, 0.048, 0.058, 0.042, 0.030, 0.045, 0.057, 0.007, 0.013, 0.036, 0.084, 0.007, 0.072, 0.040, 0.039, 0.049, 0.019, 0.042, 0.044, -0.002, 0.047, 0.040, 0.041, 0.027, -0.009, -0.021, 0.051, 0.009, 0.026, 0.050, -0.021, 0.065, -0.005, 0.011, 0.010, 0.058, 0.037, 0.023, 0.038, 0.040, 0.037, 0.048, 0.088, 0.069, 0.004, 0.015, -0.013, 0.006, 0.004, 0.065, -0.013, 0.041, 0.077, 0.038, 0.048, 0.106, 0.036, -0.014, 0.052, 0.045, 0.058, 0.000, 0.035, 0.051, 0.018, -0.003, 0.018, -0.023, 0.136], "molar_mass_g_mol": 816.4, "total_charge": 0, "lumo_ev": -1.9, "energy_ha": -3594.70077, "relative_energy_kj_mol": 715.7, "gap_ha": 0.2714, "homo_ev": -9.3, "spin_multiplicity": 1}

{"formula": "C5H76Li4O43S2", "method": "ωB97M-V with the def2-TZVPD basis set", "species": ["S", "S", "O", "O", "O", "O", "O", "O", "O", "O", "O", "O", "O", "O", "O", "O", "O", "O", "O", "O", "O", "O", "O", "O", "O", "O", "O", "O", "O", "O", "O", "O", "O", "O", "O", "O", "O", "O", "O", "O", "O", "O", "O", "O", "O", "C", "C", "C", "C", "C", "Li", "Li", "Li", "Li", "H", "H", "H", "H", "H", "H", "H", "H", "H", "H", "H", "H", "H", "H", "H", "H", "H", "H", "H", "H", "H", "H", "H", "H", "H", "H", "H", "H", "H", "H", "H", "H", "H", "H", "H", "H", "H", "H", "H", "H", "H", "H", "H", "H", "H", "H", "H", "H", "H", "H", "H", "H", "H", "H", "H", "H", "H", "H", "H", "H", "H", "H", "H", "H", "H", "H", "H", "H", "H", "H", "H", "H", "H", "H", "H", "H"], "coordinates": [[-3.4084, -3.8729, -0.1115], [0.1014, 0.0298, 0.2496], [-1.2839, -0.8134, -3.0758], [3.2778, -2.8292, 5.1319], [5.8789, -3.1739, 1.9449], [-0.8222, -1.1219, 0.4636], [-4.1356, -4.8967, -0.8460], [0.1305, 0.2674, -1.1871], [2.0216, 3.2029, 3.2989], [-3.3271, -0.7732, 1.3923], [-2.7600, 2.0718, 0.6680], [3.3055, -2.1821, 0.7650], [-5.7161, -0.3787, 2.8346], [4.7655, -0.8927, -1.3695], [-2.7689, -2.9649, -1.0541], [2.6606, -4.2341, 2.4563], [5.2700, -0.6129, 3.2351], [1.5052, 1.1032, -4.5344], [-1.7726, 4.2147, -0.9436], [2.0734, 3.7961, -4.3682], [3.1266, 1.2602, 1.6085], [2.3308, -3.5217, -3.6441], [2.6881, 5.4169, 0.3926], [1.8598, -1.4146, 3.3420], [1.4265, -0.3595, 0.7192], [-2.3018, -4.4908, 0.6343], [-0.1117, 5.1472, 2.5879], [0.8203, 3.4386, -0.0095], [-6.1794, 2.1761, -5.4053], [-0.2612, 2.5488, -2.5667], [1.9850, -0.9878, -2.5630], [-4.3264, -2.9880, 0.6699], [0.9895, -5.1260, 0.4292], [-0.9990, -2.6981, 2.7781], [-2.8614, 0.4838, 3.8533], [-3.9282, -1.8289, -3.2414], [-0.1650, 1.3152, 3.5189], [-0.3537, 1.1801, 1.0220], [6.2739, 1.3017, 0.4141], [-1.4484, 3.7121, -4.7194], [0.0876, -3.5129, -2.1815], [-4.1698, 4.5774, 1.6522], [2.5599, 1.7087, -1.1972], [-4.0081, -3.6044, 3.0594], [-0.1975, -1.6094, 5.0479], [-4.0659, 1.9090, -4.2121], [6.9238, 0.1290, -0.0469], [-6.3356, 1.7526, -3.1023], [6.1279, -1.0008, -0.9746], [-5.5383, 1.4887, -4.3967], [-0.9633, -5.6863, 0.0699], [-1.1525, -2.0219, -1.2069], [-2.1423, -4.3998, 2.5819], [4.2965, 0.8796, -0.1069], [5.2033, -2.9022, 1.3237], [-1.4582, 2.9125, -5.2454], [-3.1603, -1.2615, -3.3097], [-4.3436, -2.9980, 3.7196], [3.8182, -2.1434, 5.5241], [6.7666, -1.2286, -1.8280], [4.4342, -0.5566, 2.7720], [-0.3248, 1.8907, -1.8745], [2.7407, 2.0065, 2.0673], [-4.6373, 4.5931, 2.4874], [3.1829, -3.5901, -3.2134], [2.2481, -2.5945, -3.8667], [-6.9373, 1.6843, -5.7299], [2.8177, -2.3918, 4.4155], [2.2686, 2.5652, -0.8844], [-5.4950, -0.9037, 3.6038], [0.6369, 2.6955, 0.5652], [1.6777, 2.9266, -4.4282], [-0.0432, 3.7627, -0.2657], [-7.2949, 1.2428, -3.1917], [-0.0899, -4.3867, -2.5295], [-3.7597, -2.3687, -2.4691], [-6.5820, 2.8085, -2.9909], [-2.8363, -0.0056, 3.0311], [0.9393, -3.2766, -2.5491], [6.0316, -1.9008, -0.3672], [2.8707, -0.9236, -2.2058], [-3.6699, -1.5171, 0.8969], [-5.8046, 1.3618, -2.2343], [2.6828, -1.4554, 0.7424], [-4.0426, 2.9788, -4.0046], [-0.6489, -0.2018, -2.7032], [-1.0365, 5.0647, 2.3554], [-0.1913, 1.3032, 2.5622], [-4.3361, -3.2603, 2.2286], [-3.5984, 1.4803, -3.3257], [-0.9126, -1.0582, -3.9234], [-0.2990, -2.3326, 5.6667], [1.3708, 4.3574, -4.0402], [-3.9509, 3.6554, 1.5171], [0.7875, 0.9498, -5.1489], [-0.1178, 5.5379, 3.4617], [-0.5760, -2.1101, 2.1524], [6.0295, -4.0982, 1.7466], [2.4797, 3.3080, 4.1328], [-2.3971, -0.7435, 1.1678], [-0.4306, -0.8289, 5.5506], [0.5526, 1.9117, 3.7318], [-0.8632, -2.2811, 3.6290], [0.9835, -1.4937, 3.7189], [-1.9825, 0.8528, 3.9399], [-1.2100, 3.4182, -3.8402], [1.4202, -0.6554, -1.8653], [4.0025, -1.9196, 0.1637], [1.8080, 0.2272, -4.2955], [1.2952, -4.6882, 1.2236], [1.7520, 1.2096, -1.3174], [1.7857, -5.2896, -0.0762], [-1.8285, 1.8712, 0.7598], [2.7921, -3.4782, 1.8839], [-3.3822, 1.6793, -5.0293], [0.2907, 2.1420, -3.2346], [1.9968, 4.7608, 0.3035], [7.8316, 0.4238, -0.5735], [7.2545, -0.4085, 0.8418], [-1.3646, 3.8292, -1.7189], [-2.1159, 3.4661, -0.4557], [1.7651, 4.0915, 3.0524], [5.8158, -1.1682, 2.6783], [-4.9619, -0.4755, 2.2532], [-3.2070, 1.2969, 1.0084], [3.2600, 5.2666, -0.3600], [2.3764, 0.7304, 1.3386], [-5.5515, 0.4407, -4.6959], [2.7753, -3.8879, 3.3413], [1.7149, -1.0343, 2.4756]], "lowdin_charge": [0.297, 0.426, -0.053, -0.067, -0.045, -0.376, -0.321, -0.365, -0.023, -0.076, -0.039, -0.047, -0.048, -0.431, -0.421, -0.054, -0.051, -0.024, -0.030, -0.051, -0.070, -0.046, -0.066, -0.030, -0.319, -0.521, -0.029, -0.041, -0.052, -0.052, -0.044, -0.341, -0.088, -0.085, -0.059, -0.070, -0.046, -0.309, -0.453, -0.049, -0.075, -0.056, -0.058, -0.099, -0.017, -0.049, -0.412, -0.048, -0.360, -0.507, 0.782, 0.659, 0.748, 0.653, -0.010, 0.018, -0.026, 0.041, 0.037, 0.061, -0.008, 0.019, 0.005, 0.022, 0.062, 0.025, 0.088, -0.040, 0.018, 0.014, 0.022, -0.040, 0.020, 0.066, 0.046, -0.025, 0.079, -0.026, -0.019, 0.039, 0.018, -0.008, 0.078, -0.013, 0.081, -0.004, 0.040, -0.038, -0.043, 0.074, 0.067, 0.082, 0.022, -0.006, 0.058, 0.038, 0.012, 0.038, 0.072, -0.002, 0.084, 0.013, -0.012, -0.006, -0.020, -0.024, -0.015, 0.002, 0.036, 0.002, -0.025, 0.058, -0.018, -0.018, 0.064, 0.015, -0.035, 0.050, 0.050, -0.002, -0.004, 0.034, -0.007, -0.020, 0.027, 0.029, -0.052, 0.128, 0.010, 0.009], "molar_mass_g_mol": 916.5, "total_charge": -2, "lumo_ev": 1.9, "energy_ha": -4298.44383, "gap_ha": 0.1090, "homo_ev": -1.0, "spin_multiplicity": 1}

{"formula": "C5H7BaO3", "method": "ωB97M-V with the def2-TZVPD basis set", "species": ["Ba", "O", "O", "O", "C", "C", "C", "C", "C", "H", "H", "H", "H", "H", "H", "H"], "coordinates": [[-1.4321, 2.8789, 1.5235], [0.0895, -1.0800, 0.4189], [-0.6547, 0.4970, 1.8350], [-0.5016, 0.9665, -0.2612], [-0.1251, 0.6579, -1.6679], [-0.4315, 0.0399, 0.6910], [1.8355, -2.3742, 1.8172], [-0.5662, 1.7646, -2.5303], [0.4905, -2.0312, 1.6239], [0.0056, -1.3743, 2.4831], [0.9592, 0.5113, -1.6671], [-0.0854, -2.9551, 1.4349], [0.1520, 2.2821, -3.1631], [-1.6236, 2.0243, -2.5831], [2.5200, -1.5191, 1.9498], [-0.6320, -0.2886, -1.9046]], "mulliken_spin": [0.008, 0.011, 0.003, 0.015, -0.025, 0.013, 0.001, 0.861, 0.001, 0.000, 0.008, 0.000, 0.021, 0.025, 0.000, 0.058], "molar_mass_g_mol": 252.4, "total_charge": 2, "lumo_ev": [-8.3, -8.4], "energy_ha": -445.14521, "relative_energy_kj_mol": 203.5, "gap_ha": [0.2617, 0.2563], "homo_ev": [-15.4, -15.4], "spin_multiplicity": 2}

{"formula": "C5H7BeO4", "method": "ωB97M-V with the def2-TZVPD basis set", "species": ["O", "O", "O", "O", "C", "C", "C", "C", "C", "Be", "H", "H", "H", "H", "H", "H", "H"], "coordinates": [[1.3770, 1.0191, -0.4184], [-3.4909, 0.1262, 2.1924], [3.2810, 1.3047, 0.7592], [1.5136, 0.1249, 1.6794], [-2.5343, -0.3698, 1.8004], [0.3919, 0.9817, 1.7527], [-0.2104, 0.8490, 0.3629], [-1.3649, -0.8633, 1.3322], [2.2973, 0.4150, 0.5316], [2.2438, 2.2467, -0.1853], [-0.6075, 1.7939, -0.0201], [-1.4380, -1.4108, 0.3881], [0.6775, 2.0208, 1.9823], [-0.5477, 0.1463, -0.4067], [-0.7335, -1.3289, 2.0962], [-0.2101, 0.6853, 2.6189], [2.6431, -0.5636, 0.1502]], "nbo_charge": [-0.887, -0.377, -0.909, -0.507, 0.772, -0.138, -0.042, -0.832, 0.547, 1.704, 0.212, 0.280, 0.182, 0.262, 0.296, 0.252, 0.184], "molar_mass_g_mol": 140.1, "total_charge": 1, "lumo_ev": -6.3, "energy_ha": -510.03892, "relative_energy_kj_mol": 97.4, "gap_ha": 0.2483, "homo_ev": -13.0, "spin_multiplicity": 1}